34
Properties=species:S:1:pos:R:3 method="wB97M-V/def2-TZVPD" spin_multiplicity=1 relative_energy_kcal_mol=36.4 homo_lumo_gap_ev=9.983 e_homo_ev=-9.21 smiles="CCOC(=O)[C@@H](CCC1OCCO1)C(C)=O" energy_ev=-21934.0826
O -1.95 -0.20 -0.94
O -1.80 2.01 -1.60
O 2.12 -1.88 2.27
O 1.46 2.62 -0.68
O 0.14 -2.84 2.99
C 0.09 -0.94 1.50
C 1.39 1.01 -2.45
C -0.08 0.99 -0.24
C -2.79 1.96 -2.67
C 0.77 -2.24 1.83
C -2.84 3.37 -3.04
C -1.36 0.86 -1.02
C 0.69 -0.32 0.16
C 1.12 -3.35 3.86
C 0.91 1.69 -1.17
C 2.41 -2.59 3.40
H -0.91 -1.28 1.41
H -2.54 1.28 -3.40
H 0.46 0.78 -3.07
H 0.84 -3.07 1.08
H -1.87 3.69 -3.48
H 1.85 -0.03 -2.34
H 0.72 -0.88 -0.73
H -3.60 3.49 -3.84
H 0.83 -3.02 4.88
H -3.69 1.52 -2.20
H 1.70 -0.14 0.34
H 1.16 -4.36 3.73
H 3.24 -3.29 3.33
H 2.08 1.65 -2.89
H 2.68 -1.96 4.25
H -3.10 4.18 -2.23
H 0.18 -0.21 2.27
H -0.33 1.51 0.67

48
Properties=species:S:1:pos:R:3 method="wB97M-V/def2-TZVPD" spin_multiplicity=1 total_charge=-1 relative_energy_kcal_mol=0.0 homo_lumo_gap_ev=6.852 e_homo_ev=-4.26 energy_ev=-27060.2103
O 0.80 -0.17 -3.32
O 0.99 1.16 -1.50
O -2.20 -2.72 -1.17
N -4.60 -1.05 -0.67
N -1.81 0.53 0.10
N 2.57 -1.75 -1.47
N 6.68 0.36 -0.11
C 0.97 0.06 -2.10
C -5.32 -0.01 2.55
C 3.57 -1.33 -0.49
C 5.96 1.09 0.40
C 0.14 -2.22 -1.33
C -1.25 -1.65 -1.10
C -1.42 -0.88 0.23
C 4.74 3.48 -0.97
C 1.23 -1.17 -1.20
C 4.01 2.57 0.01
C -6.19 -1.26 2.70
C -5.41 0.62 1.16
C -4.96 -0.30 0.13
C 4.95 1.93 1.04
H -6.12 -1.66 3.71
H 4.33 -2.11 -0.37
H 4.38 1.30 1.72
H -0.51 -0.91 0.82
H -4.28 -0.26 2.76
H 0.34 -3.06 -0.66
H 5.27 4.28 -0.45
H -6.44 0.91 0.93
H 5.46 2.69 1.63
H -1.44 -0.96 -1.92
H 2.86 -1.40 -2.37
H -3.01 -2.33 -1.50
H 4.10 -0.42 -0.80
H 3.25 3.14 0.55
H -4.78 1.51 1.10
H -5.62 0.74 3.29
H 3.12 -1.16 0.48
H -2.45 0.61 -0.68
H -5.87 -2.04 2.01
H 3.48 1.79 -0.53
H 4.03 3.94 -1.66
H 0.15 -2.64 -2.34
H -0.98 1.05 -0.17
H 1.23 -0.79 -0.19
H -7.24 -1.03 2.50
H 5.46 2.92 -1.56
H -2.18 -1.41 0.80

89
Properties=species:S:1:pos:R:3 method="wB97M-V/def2-TZVPD" spin_multiplicity=6 total_charge=-2 homo_lumo_gap_ev="3.800 / 4.843" e_homo_ev="0.29 / -1.02" energy_ev=-68663.3302
Te 2.89 -3.32 -0.88
Ru -0.28 -0.08 -0.03
O 0.69 -0.44 1.99
N 1.10 -0.68 -1.38
N 0.70 -1.88 3.70
N 1.10 1.54 0.22
N -1.67 1.19 0.85
N -1.63 -0.27 -1.48
C -2.74 -0.52 -3.45
C -1.09 5.13 2.82
C -1.09 6.47 3.19
C -0.92 -2.01 0.39
C -0.73 -1.51 -7.09
C -3.74 1.89 1.44
C -6.85 -2.63 1.45
C 0.38 6.96 1.36
C 0.38 5.63 1.00
C 4.92 -1.18 1.13
C 5.46 0.63 -0.33
C -1.57 2.50 1.31
C -2.98 -0.40 -1.21
C -5.20 -0.90 1.85
C 0.72 0.38 -7.02
C 3.10 2.20 1.11
C -6.29 -2.82 0.18
C -3.00 0.85 0.89
C 2.45 -0.92 -1.04
C -3.52 -0.27 0.11
C -0.12 -0.55 -4.95
C 4.50 -0.19 0.24
C -4.65 -1.04 0.55
C -5.22 -2.06 -0.26
C 6.26 -1.33 1.44
C -0.20 -0.53 -3.46
C 0.45 -1.58 2.41
C 0.03 -0.57 -7.76
C -3.67 -0.55 -2.43
C 2.14 3.13 1.48
C -2.86 2.93 1.69
C -0.80 -1.51 -5.71
C 2.45 1.21 0.35
C 2.25 -1.03 -3.32
C 7.22 -0.50 0.87
C 1.00 -0.71 -2.74
C 3.06 0.00 -0.08
C -6.27 -1.66 2.27
C 0.92 2.69 0.95
C 6.81 0.49 -0.02
C -1.46 -0.41 -2.85
C 3.15 -1.22 -2.29
C -0.37 3.26 1.28
C -0.38 4.66 1.70
C -0.05 -2.63 1.49
C -0.36 7.40 2.46
C 0.65 0.39 -5.63
H 0.85 -3.06 1.04
H -6.69 -3.59 -0.47
H -2.93 -0.59 -4.51
H -4.75 -0.19 2.53
H -1.27 -2.27 -7.65
H 5.14 1.41 -1.02
H 4.18 -1.83 1.57
H 8.27 -0.62 1.11
H -7.69 -3.22 1.78
H -1.38 -2.27 -5.19
H -4.79 -2.27 -1.22
H -1.96 -1.95 0.70
H 0.95 5.30 0.14
H 4.23 -1.22 -2.36
H 6.57 -2.11 2.13
H -0.86 -2.62 -0.52
H 2.26 4.01 2.09
H -4.74 -0.61 -2.54
H 0.40 -2.76 4.09
H -3.12 3.92 2.03
H -0.56 -3.42 2.04
H 0.96 7.67 0.78
H -1.65 6.78 4.06
H -4.82 1.90 1.54
H 1.00 -1.14 4.31
H 1.33 1.13 -7.52
H 2.43 -1.19 -4.37
H 0.09 -0.57 -8.84
H 1.18 1.13 -5.06
H -6.65 -1.52 3.28
H 7.55 1.14 -0.48
H 4.15 2.20 1.39
H -0.36 8.45 2.75
H -1.63 4.41 3.42

59
Properties=species:S:1:pos:R:3 method="wB97M-V/def2-TZVPD" spin_multiplicity=1 total_charge=+1 homo_lumo_gap_ev=5.489 e_homo_ev=-9.86 energy_ev=-48796.8955
P -2.85 2.53 1.07
P -3.61 0.34 -1.49
F 3.10 -3.85 -1.07
O 5.68 1.21 2.34
N -1.05 -0.68 -1.20
N -0.41 1.23 1.08
C -4.56 -1.14 -0.85
C 4.32 -0.60 1.35
C -3.10 3.69 -0.42
C -1.90 0.25 -0.68
C -5.40 2.93 2.12
C 0.50 0.31 0.58
C 3.87 -2.02 -2.59
C 1.26 -1.51 -1.00
C -1.61 1.22 0.44
C 3.57 -3.11 -3.70
C 0.17 -0.59 -0.53
C -4.47 1.75 1.56
C -4.08 -1.70 0.55
C 3.61 -2.54 -1.10
C 2.08 0.82 3.67
C 2.90 -0.63 0.70
C 5.12 0.76 1.08
C 2.29 1.22 2.37
C -3.34 0.02 -3.31
C 2.59 -1.54 -0.44
C 1.86 0.29 1.19
Li 5.42 -0.93 3.33
H -4.17 -0.65 -3.68
H -3.99 -0.93 1.36
H 1.03 -2.22 -1.84
H -2.38 -0.56 -3.49
H 1.24 0.14 3.92
H -3.31 0.94 -3.95
H -4.84 -2.47 0.87
H 2.70 -3.77 -3.49
H 4.51 -3.67 -3.96
H -4.80 3.78 2.56
H -2.18 3.60 -1.05
H 5.88 0.56 0.30
H 4.38 1.55 0.78
H 4.97 -1.46 1.06
H 4.60 -2.49 -0.57
H 4.17 -0.64 2.48
H -4.06 3.48 -0.96
H 3.29 -1.10 -2.84
H 4.92 1.34 2.95
H -4.39 -1.98 -1.60
H -3.10 -2.24 0.51
H -4.35 1.04 2.43
H -5.67 -0.98 -0.81
H -6.20 2.55 2.81
H 4.96 -1.75 -2.70
H 2.81 1.18 4.44
H 3.30 -2.53 -4.64
H -5.94 3.33 1.22
H 2.82 2.19 2.14
H -3.11 4.76 -0.04
H -5.06 1.28 0.73

45
Properties=species:S:1:pos:R:3 method="wB97M-V/def2-TZVPD" spin_multiplicity=1 total_charge=+1 homo_lumo_gap_ev=6.262 e_homo_ev=-10.16 energy_ev=-29398.5617
Hf 0.77 -0.13 -2.86
Sb 0.02 0.10 -0.32
N 0.16 1.94 -3.86
C 1.90 0.80 0.59
C -3.96 1.90 -1.14
C 1.94 2.07 1.18
C -2.67 1.36 -1.27
C -3.67 2.00 1.27
C -0.40 -1.56 1.04
C -2.38 1.47 1.14
C -1.77 -3.49 1.56
C 3.15 2.54 1.71
C 3.05 0.03 0.48
C -1.89 1.14 -0.13
C -1.49 -2.38 0.74
C -4.46 2.22 0.13
C 0.40 -1.83 2.15
C 1.45 -2.25 -2.40
C 0.12 -2.94 2.96
C 4.26 0.50 1.01
C 4.31 1.75 1.63
C -0.97 -3.77 2.67
H 0.70 2.17 -4.70
H 0.76 -3.15 3.82
H 2.44 -0.79 -2.49
H -1.77 1.29 2.03
H 0.26 2.73 -3.21
H 3.03 -0.94 -0.04
H 2.13 -2.57 -1.60
H 0.49 -2.74 -2.17
H -5.47 2.62 0.23
H -4.06 2.22 2.26
H 5.25 2.12 2.04
H -4.57 2.06 -2.03
H -0.41 -0.81 -3.91
H -1.18 -4.63 3.30
H -0.82 1.92 -4.14
H 1.04 2.69 1.24
H -2.13 -2.17 -0.12
H 5.16 -0.11 0.95
H -2.30 1.08 -2.27
H 3.20 3.52 2.18
H 1.25 -1.18 2.40
H -2.63 -4.12 1.32
H 1.76 -2.70 -3.36

32
Properties=species:S:1:pos:R:3 method="wB97M-V/def2-TZVPD" spin_multiplicity=1 total_charge=-1 relative_energy_kcal_mol=21.0 homo_lumo_gap_ev=7.537 e_homo_ev=-4.66 energy_ev=-27321.0808
I 0.00 2.74 0.63
Al 1.03 0.31 0.58
N -0.31 -0.97 4.14
N 3.28 -0.26 -2.41
C 3.05 0.54 0.78
C 2.31 -0.54 -2.98
C -3.99 -0.18 5.01
C 1.34 -1.27 -5.15
C -2.26 0.58 3.30
C 1.08 -0.89 -3.70
C 1.86 -0.10 -5.99
C -1.17 -0.28 3.77
C -3.21 0.99 4.43
H -2.65 1.49 5.23
H 0.37 -0.05 -3.65
H 3.43 -0.19 1.63
H -4.57 -0.69 4.23
H 0.60 -1.74 -3.20
H -4.69 0.18 5.77
H -1.83 1.49 2.86
H 1.98 -0.42 -7.03
H 0.49 -0.44 1.88
H 0.40 -1.63 -5.60
H 3.25 1.65 1.16
H 3.66 0.42 -0.22
H 1.16 0.74 -5.97
H 2.06 -2.10 -5.21
H 0.57 -0.53 -0.69
H 2.83 0.24 -5.64
H -3.33 -0.91 5.48
H -2.82 0.08 2.50
H -3.92 1.73 4.04